Molecular formula: C16H13N3O
Method: DFT, ωB97M-V/def2-TZVPD

- Energy above the lowest of the compared OMol25 structures with the same formula, charge and spin: 180.18 kcal/mol
- SMILES: Nc1cccc(C(=O)Nc2cccc3ncccc23)c1
- Total energy: -856.713641 Ha

Each line ends with the Mulliken charge.
Atoms and positions in Å:
N 0.723 -3.091 4.065  -0.62
C 1.234 -2.670 2.782  0.86
C 2.056 -3.772 2.348  -0.91
C 2.602 -3.419 1.053  -0.30
C 2.220 -2.087 0.446  -0.92
C 1.271 -1.342 0.876  0.84
C 0.971 -0.327 -0.022  -0.24
O 1.767 0.394 -0.584  -0.47
N -0.525 0.192 0.387  -0.20
C -1.138 1.166 -0.324  0.49
C -1.839 2.003 0.700  -0.20
C -2.648 2.980 0.279  -0.84
C -2.576 3.607 -0.941  -0.73
C -1.751 2.775 -1.931  0.31
N -1.535 3.400 -3.353  -0.51
C -0.994 2.521 -4.173  -0.09
C -0.269 1.413 -3.812  -0.54
C -0.412 0.665 -2.645  -0.62
C -1.021 1.542 -1.685  0.48
C 0.848 -1.566 2.009  -0.38
H 0.491 -2.239 4.705  0.26
H 1.342 -3.716 4.621  0.28
H 2.671 -4.453 2.809  0.35
H 3.484 -4.023 0.545  0.27
H 2.548 -1.982 -0.692  0.23
H -1.061 -0.464 0.954  0.34
H -2.094 1.468 1.712  0.17
H -3.062 3.641 0.832  0.50
H -3.006 4.547 -1.221  0.45
H -0.921 3.126 -5.176  0.29
H 0.406 0.948 -4.729  0.18
H -0.037 -0.254 -2.423  0.71
H 0.256 -0.983 2.585  0.55


Molecular formula: C16H14AuN2O2Se
Method: DFT, ωB97M-V/def2-TZVPD

- Energy above the lowest of the compared OMol25 structures with the same formula, charge and spin: 19.30 kcal/mol
- Net charge: -1
- Total energy: -3415.190341 Ha

Each line ends with the Mulliken charge.
Atoms and positions in Å:
Au -0.389 -0.183 0.311  0.57
O -0.049 0.289 2.289  -0.87
C 0.429 1.450 2.626  0.48
C 1.171 1.503 3.838  -0.43
C 1.683 2.668 4.344  -0.35
C 1.513 3.878 3.660  -0.64
C 0.820 3.865 2.477  -0.60
C 0.251 2.697 1.935  0.59
C -0.395 2.855 0.654  -0.12
N -1.055 1.957 0.036  -0.20
C -1.464 2.127 -1.339  -0.64
C -0.681 1.136 -2.220  -0.75
N -0.822 -0.221 -1.702  -0.12
C -0.426 -1.235 -2.410  -0.08
C -0.450 -2.599 -2.012  0.52
C 0.006 -3.550 -2.951  -0.66
C 0.078 -4.886 -2.667  -0.59
C -0.308 -5.328 -1.386  -0.30
C -0.759 -4.445 -0.446  -0.51
C -0.863 -3.041 -0.700  0.61
O -1.301 -2.275 0.218  -0.84
H 1.313 0.560 4.351  0.39
H 2.241 2.650 5.274  0.34
H 1.935 4.797 4.047  0.37
H 0.696 4.790 1.922  0.26
H -0.253 3.833 0.170  0.13
H -1.297 3.151 -1.700  0.42
H -2.530 1.891 -1.410  0.28
H 0.381 1.409 -2.194  0.24
H -1.042 1.197 -3.253  0.53
H -0.072 -1.040 -3.428  0.21
H 0.317 -3.192 -3.929  0.26
H 0.440 -5.587 -3.408  0.37
H -0.232 -6.382 -1.145  0.34
H -1.054 -4.776 0.542  0.38
Se 2.172 0.038 -0.390  -0.57


Molecular formula: C16H14BCoF5N6O
Method: DFT, ωB97M-V/def2-TZVPD

- Multiplicity: 4
- Total energy: -2928.751108 Ha

Each line ends with the Löwdin spin population.
Atoms and positions in Å:
H 0.769 3.236 0.410  0.00
N 0.344 1.693 -0.963  0.01
B -0.033 0.273 -3.026  0.00
N 0.344 1.604 -2.318  0.00
C 0.704 2.800 -2.854  0.00
Co -0.196 -0.071 0.187  2.63
H 0.762 2.923 -3.934  0.00
C 0.946 3.692 -1.809  0.00
H 1.253 4.734 -1.885  0.00
C 0.704 2.946 -0.639  0.00
H 0.029 0.405 -4.226  0.00
C -0.715 -1.773 1.238  -0.04
H -0.690 -1.616 2.328  0.00
H -0.014 -2.586 0.977  0.00
H -1.734 -2.082 0.944  0.00
N -1.474 -0.124 -2.602  0.01
N 0.950 -0.834 -2.555  0.00
N -1.779 -0.317 -1.293  0.07
N 1.056 -1.147 -1.238  0.01
C -2.584 -0.309 -3.362  0.00
C 1.811 -1.598 -3.276  0.00
H -2.536 -0.196 -4.444  0.00
H 1.870 -1.487 -4.359  0.00
C -3.644 -0.634 -2.515  0.00
C 2.497 -2.434 -2.396  0.00
C -3.084 -0.624 -1.222  0.00
C 1.985 -2.110 -1.124  0.00
H -4.675 -0.846 -2.794  0.00
H 3.260 -3.172 -2.640  0.00
H -3.546 -0.816 -0.254  0.00
H 2.236 -2.510 -0.141  0.00
H -1.084 0.714 1.212  -0.03
F -0.232 0.200 6.870  0.00
C 0.160 0.201 5.569  0.01
C -0.036 1.335 4.780  0.00
F -0.602 2.441 5.329  0.00
C 0.322 1.325 3.421  0.01
F 0.089 2.432 2.678  0.00
C 0.900 0.179 2.834  0.01
O 1.155 0.138 1.479  0.27
C 1.149 -0.941 3.666  0.01
F 1.690 -2.072 3.147  0.00
C 0.754 -0.934 5.015  0.00
F 0.919 -2.042 5.783  0.00


Molecular formula: C16H14BF5N6STi
Method: DFT, ωB97M-V/def2-TZVPD

- Net charge: +2
- Total energy: -2717.949153 Ha

Each line ends with the Mulliken charge.
Atoms and positions in Å:
H 1.162 3.628 0.142  0.52
N 0.882 1.977 -1.165  0.24
B 0.424 0.447 -3.240  0.13
N 0.779 1.836 -2.558  -0.17
C 0.960 3.049 -3.108  0.00
Ti 0.724 0.247 -0.309  1.24
H 0.951 3.167 -4.182  0.48
C 1.142 4.008 -2.100  -1.06
H 1.281 5.067 -2.223  0.44
C 1.083 3.304 -0.888  -0.25
H 0.424 0.600 -4.429  -0.02
C -2.059 -2.284 2.102  -0.88
H -1.512 -3.217 2.288  0.32
H -1.330 -1.498 1.907  -0.06
H -2.678 -2.382 1.206  0.30
N -0.996 0.031 -2.713  0.09
N 1.398 -0.695 -2.816  -0.12
N -1.221 -0.134 -1.365  0.14
N 1.662 -1.017 -1.478  0.09
C -2.137 -0.164 -3.394  0.01
C 2.083 -1.542 -3.602  0.00
H -2.122 -0.051 -4.469  0.46
H 2.031 -1.447 -4.674  0.48
C -3.162 -0.453 -2.486  -1.08
C 2.791 -2.449 -2.803  -1.07
C -2.548 -0.422 -1.221  -0.51
C 2.507 -2.095 -1.483  -0.28
H -4.194 -0.624 -2.733  0.43
H 3.417 -3.254 -3.139  0.44
H -3.002 -0.561 -0.254  0.57
H 2.848 -2.501 -0.543  0.56
H -2.651 -2.025 2.957  0.35
F -0.484 0.117 6.856  -0.23
C 0.034 0.164 5.610  0.46
C -0.111 1.334 4.848  0.20
F -0.740 2.416 5.351  -0.25
C 0.423 1.384 3.564  0.33
F 0.274 2.509 2.813  -0.27
C 1.107 0.275 3.040  0.14
S 1.991 0.425 1.529  -0.16
C 1.198 -0.914 3.795  0.20
F 1.783 -2.014 3.244  -0.31
C 0.674 -0.969 5.087  0.37
F 0.797 -2.095 5.829  -0.25


Molecular formula: C16H14BF5N6SZn
Method: DFT, ωB97M-V/def2-TZVPD

- Energy above the lowest of the compared OMol25 structures with the same formula, charge and spin: 0.00 kcal/mol
- Total energy: -3648.325147 Ha

Each line ends with the Mulliken charge.
Atoms and positions in Å:
H -1.296 -1.597 -2.348  0.49
N 0.608 -0.865 -1.826  0.47
B 2.672 0.552 -1.597  0.14
N 1.645 -0.248 -2.449  -0.13
C 1.426 -0.351 -3.773  -0.09
Zn 0.502 -0.061 1.049  -0.38
H 2.140 0.002 -4.489  0.49
C 0.199 -0.995 -3.966  -1.09
H -0.313 -1.231 -4.880  0.40
C -0.311 -1.273 -2.705  0.09
H 3.625 0.850 -2.262  -0.10
C -0.025 0.517 2.831  -0.82
H -1.037 0.110 3.007  0.13
H -0.010 1.617 2.915  0.18
H 0.721 0.102 3.526  0.25
N 3.050 -0.339 -0.351  0.27
N 1.982 1.817 -1.005  0.07
N 2.125 -0.758 0.649  0.01
N 0.953 1.703 -0.087  0.34
C 4.267 -0.796 -0.028  -0.08
C 2.249 3.117 -1.236  -0.10
H 5.110 -0.575 -0.661  0.45
H 3.041 3.374 -1.944  0.42
C 4.181 -1.582 1.114  -0.94
C 1.376 3.889 -0.471  -1.12
C 2.836 -1.563 1.500  -0.21
C 0.583 2.959 0.238  -0.27
H 5.006 -2.096 1.587  0.39
H 1.297 4.968 -0.430  0.39
H 2.382 -2.017 2.377  0.48
H -0.217 3.121 0.951  0.46
H 0.704 -1.098 -0.855  0.10
F -6.121 -2.487 2.690  -0.31
C -5.269 -1.711 1.994  0.46
C -4.792 -2.136 0.753  0.16
F -5.214 -3.308 0.230  -0.31
C -3.849 -1.372 0.081  -0.10
F -3.432 -1.781 -1.142  -0.32
C -3.309 -0.179 0.625  0.47
S -2.052 0.652 -0.129  -0.30
C -3.879 0.253 1.852  0.02
F -3.500 1.446 2.365  -0.35
C -4.813 -0.510 2.542  0.19
F -5.244 -0.119 3.761  -0.30


Molecular formula: C16H14BrN3OS
Method: DFT, ωB97M-V/def2-TZVPD

- Total energy: -3829.788350 Ha

Each line ends with the Mulliken charge.
Atoms and positions in Å:
N 4.966 -1.378 -0.654  -0.61
C 4.955 -1.339 0.612  -0.27
C 4.310 -0.252 1.491  -1.00
C 3.010 0.335 0.934  0.67
C 2.931 1.704 0.884  -1.01
C 1.770 2.371 0.356  0.75
N 1.579 3.698 0.274  -0.71
S 0.080 3.807 -0.367  0.15
N -0.362 2.256 -0.572  -0.49
C 0.680 1.535 -0.107  0.24
C 0.795 0.113 -0.034  -0.75
C 1.899 -0.519 0.481  0.77
C 1.961 -2.044 0.567  -0.55
C 0.698 -2.584 1.301  0.26
O -0.049 -1.912 1.932  -0.40
Br 0.306 -4.528 1.239  -0.19
H 4.469 -0.547 -0.999  0.31
H 5.464 -2.171 1.138  0.46
H 4.104 -0.698 2.488  0.35
H 5.038 0.560 1.674  0.37
H 3.758 2.317 1.254  0.32
H -0.028 -0.520 -0.387  0.49
H 2.819 -2.410 1.155  0.37
H 2.043 -2.500 -0.437  0.44
C -5.107 -0.732 -0.445  -0.38
C -5.959 -0.272 -1.440  -0.43
C -5.621 0.855 -2.177  -0.33
C -4.426 1.517 -1.926  -0.54
C -3.571 1.055 -0.933  0.00
C -3.914 -0.068 -0.190  -0.47
H -5.372 -1.610 0.133  0.37
H -6.888 -0.792 -1.640  0.35
H -6.289 1.218 -2.949  0.36
H -4.161 2.393 -2.505  0.37
H -2.639 1.569 -0.738  0.29
H -3.250 -0.425 0.588  0.45


Molecular formula: C16H14Cl2CsN5O5S
Method: DFT, ωB97M-V/def2-TZVPD

- Energy above the lowest of the compared OMol25 structures with the same formula, charge and spin: 0.00 kcal/mol
- Net charge: -2
- Total energy: -2606.880529 Ha

Each line ends with the Mulliken charge.
Atoms and positions in Å:
Cs -0.210 -0.046 0.261  1.05
C -3.738 3.799 -0.791  -1.22
C -3.048 2.494 -0.801  0.10
N -2.220 2.178 0.228  0.38
N -2.129 3.111 1.155  -0.63
C -1.872 2.696 2.438  0.13
N -1.407 3.772 3.095  -0.39
S -1.732 1.190 3.149  -0.52
C -2.886 1.749 -1.998  0.39
C -3.649 1.996 -3.202  -0.84
C -3.398 1.285 -4.381  -0.32
C -2.569 0.153 -4.296  -0.67
C -2.000 -0.124 -3.078  0.26
N -2.050 0.668 -1.977  -0.05
H -3.157 4.534 -0.230  0.33
H -3.927 4.143 -1.782  0.38
H -4.704 3.854 -0.335  0.25
H -1.730 4.649 2.682  0.24
H -1.380 3.744 4.102  0.23
H -4.308 2.818 -3.292  0.24
H -3.822 1.661 -5.297  0.40
H -2.349 -0.449 -5.188  0.34
H -1.461 -1.039 -2.979  -0.08
O 6.331 -3.030 2.758  -0.54
C 5.111 -2.560 2.299  1.10
C 3.902 -3.267 2.286  -0.63
C 2.712 -2.560 2.021  0.03
N 2.778 -1.247 1.805  -0.05
C 3.851 -0.524 1.779  0.20
C 5.112 -1.193 1.906  -0.41
C 3.761 0.914 1.500  0.12
O 4.762 1.663 1.574  -0.83
O 2.609 1.294 1.230  -0.60
C 1.392 -3.310 1.880  0.12
O 1.271 -4.263 2.661  -0.75
O 0.542 -2.897 1.053  -0.69
H 6.068 -3.890 3.154  0.30
H 3.828 -4.325 2.573  0.29
H 6.055 -0.612 1.724  0.37
Cl -1.554 -4.079 -2.701  -0.18
C -0.088 -3.972 -1.831  0.07
Cl 0.785 -2.348 -2.279  -0.23
H 0.562 -4.772 -2.143  0.29
H -0.046 -3.854 -0.736  0.02


Molecular formula: C16H14Cl5GaN6S5
Method: DFT, ωB97M-V/def2-TZVPD

- Energy above the lowest of the compared OMol25 structures with the same formula, charge and spin: 17.36 kcal/mol
- Total energy: -7163.480953 Ha

Each line ends with the Mulliken charge.
Atoms and positions in Å:
Ga 1.002 0.445 -1.398  -0.22
S -0.775 -0.504 -2.559  -0.21
S 0.176 -0.627 -4.394  -0.16
S 0.915 1.268 -4.599  -0.13
S 2.324 1.310 -3.079  -0.23
N -0.759 4.469 -0.925  -0.08
C -1.457 4.266 -2.098  -0.77
C -1.186 2.986 -2.480  -0.49
N -0.344 2.412 -1.566  0.47
C -0.108 3.318 -0.656  0.02
C 0.746 2.930 0.442  0.29
N 1.334 1.756 0.386  0.42
C 1.963 1.578 1.593  -0.24
C 1.759 2.670 2.373  -0.93
N 0.982 3.530 1.624  -0.02
H -0.727 5.326 -0.403  0.16
H -2.063 5.036 -2.538  0.41
H -1.532 2.439 -3.338  0.48
H 2.507 0.681 1.825  0.46
H 2.086 2.914 3.367  0.42
H 0.611 4.410 1.934  0.15
C -1.961 -2.565 2.457  -0.92
N -2.594 -2.067 1.263  0.16
C -3.633 -2.812 0.568  -0.66
C -3.732 -2.058 -0.761  -0.49
N -3.191 -0.755 -0.387  -0.19
C -2.359 -0.883 0.682  0.12
S -1.214 0.252 1.130  -0.28
H -2.692 -2.685 3.260  0.31
H -1.200 -1.851 2.764  0.25
H -1.486 -3.527 2.255  0.32
H -4.570 -2.778 1.133  0.35
H -3.340 -3.855 0.443  0.36
H -4.755 -1.979 -1.122  0.37
H -3.112 -2.522 -1.533  0.25
H -2.896 -0.110 -1.105  0.27
Cl 4.185 0.853 -0.640  -0.11
C 3.500 -0.659 -0.114  0.70
C 2.171 -0.967 -0.410  -0.96
C 1.742 -2.215 0.046  0.97
Cl 0.147 -2.789 -0.315  -0.10
C 2.549 -3.073 0.795  -0.25
Cl 1.949 -4.583 1.373  -0.19
C 3.858 -2.708 1.089  0.46
Cl 4.865 -3.747 2.019  -0.19
C 4.343 -1.494 0.621  -0.16
Cl 5.967 -1.038 0.972  -0.19


Repeat the eighth record exactly.
Molecular formula: C16H14Cl5GaN6S5
Method: DFT, ωB97M-V/def2-TZVPD

- Energy above the lowest of the compared OMol25 structures with the same formula, charge and spin: 17.36 kcal/mol
- Total energy: -7163.480953 Ha

Each line ends with the Mulliken charge.
Atoms and positions in Å:
Ga 1.002 0.445 -1.398  -0.22
S -0.775 -0.504 -2.559  -0.21
S 0.176 -0.627 -4.394  -0.16
S 0.915 1.268 -4.599  -0.13
S 2.324 1.310 -3.079  -0.23
N -0.759 4.469 -0.925  -0.08
C -1.457 4.266 -2.098  -0.77
C -1.186 2.986 -2.480  -0.49
N -0.344 2.412 -1.566  0.47
C -0.108 3.318 -0.656  0.02
C 0.746 2.930 0.442  0.29
N 1.334 1.756 0.386  0.42
C 1.963 1.578 1.593  -0.24
C 1.759 2.670 2.373  -0.93
N 0.982 3.530 1.624  -0.02
H -0.727 5.326 -0.403  0.16
H -2.063 5.036 -2.538  0.41
H -1.532 2.439 -3.338  0.48
H 2.507 0.681 1.825  0.46
H 2.086 2.914 3.367  0.42
H 0.611 4.410 1.934  0.15
C -1.961 -2.565 2.457  -0.92
N -2.594 -2.067 1.263  0.16
C -3.633 -2.812 0.568  -0.66
C -3.732 -2.058 -0.761  -0.49
N -3.191 -0.755 -0.387  -0.19
C -2.359 -0.883 0.682  0.12
S -1.214 0.252 1.130  -0.28
H -2.692 -2.685 3.260  0.31
H -1.200 -1.851 2.764  0.25
H -1.486 -3.527 2.255  0.32
H -4.570 -2.778 1.133  0.35
H -3.340 -3.855 0.443  0.36
H -4.755 -1.979 -1.122  0.37
H -3.112 -2.522 -1.533  0.25
H -2.896 -0.110 -1.105  0.27
Cl 4.185 0.853 -0.640  -0.11
C 3.500 -0.659 -0.114  0.70
C 2.171 -0.967 -0.410  -0.96
C 1.742 -2.215 0.046  0.97
Cl 0.147 -2.789 -0.315  -0.10
C 2.549 -3.073 0.795  -0.25
Cl 1.949 -4.583 1.373  -0.19
C 3.858 -2.708 1.089  0.46
Cl 4.865 -3.747 2.019  -0.19
C 4.343 -1.494 0.621  -0.16
Cl 5.967 -1.038 0.972  -0.19


Repeat the fifth record exactly.
Molecular formula: C16H14BF5N6SZn
Method: DFT, ωB97M-V/def2-TZVPD

- Energy above the lowest of the compared OMol25 structures with the same formula, charge and spin: 0.00 kcal/mol
- Total energy: -3648.325147 Ha

Each line ends with the Mulliken charge.
Atoms and positions in Å:
H -1.296 -1.597 -2.348  0.49
N 0.608 -0.865 -1.826  0.47
B 2.672 0.552 -1.597  0.14
N 1.645 -0.248 -2.449  -0.13
C 1.426 -0.351 -3.773  -0.09
Zn 0.502 -0.061 1.049  -0.38
H 2.140 0.002 -4.489  0.49
C 0.199 -0.995 -3.966  -1.09
H -0.313 -1.231 -4.880  0.40
C -0.311 -1.273 -2.705  0.09
H 3.625 0.850 -2.262  -0.10
C -0.025 0.517 2.831  -0.82
H -1.037 0.110 3.007  0.13
H -0.010 1.617 2.915  0.18
H 0.721 0.102 3.526  0.25
N 3.050 -0.339 -0.351  0.27
N 1.982 1.817 -1.005  0.07
N 2.125 -0.758 0.649  0.01
N 0.953 1.703 -0.087  0.34
C 4.267 -0.796 -0.028  -0.08
C 2.249 3.117 -1.236  -0.10
H 5.110 -0.575 -0.661  0.45
H 3.041 3.374 -1.944  0.42
C 4.181 -1.582 1.114  -0.94
C 1.376 3.889 -0.471  -1.12
C 2.836 -1.563 1.500  -0.21
C 0.583 2.959 0.238  -0.27
H 5.006 -2.096 1.587  0.39
H 1.297 4.968 -0.430  0.39
H 2.382 -2.017 2.377  0.48
H -0.217 3.121 0.951  0.46
H 0.704 -1.098 -0.855  0.10
F -6.121 -2.487 2.690  -0.31
C -5.269 -1.711 1.994  0.46
C -4.792 -2.136 0.753  0.16
F -5.214 -3.308 0.230  -0.31
C -3.849 -1.372 0.081  -0.10
F -3.432 -1.781 -1.142  -0.32
C -3.309 -0.179 0.625  0.47
S -2.052 0.652 -0.129  -0.30
C -3.879 0.253 1.852  0.02
F -3.500 1.446 2.365  -0.35
C -4.813 -0.510 2.542  0.19
F -5.244 -0.119 3.761  -0.30


Question: Among the records above, which one has the lowest total energy?
Answer: C16H14Cl5GaN6S5


Question: Which formula does entry 4 have?
Answer: C16H14BF5N6STi